{"formula": "C5H7Br", "method": "ωB97M-V/def2-TZVPD", "species": ["C", "C", "C", "Br", "H", "H", "H", "H", "H", "C", "C", "H", "H"], "positions_angstrom": [[1.3810, -0.2146, 0.9590], [1.1126, 0.7889, 0.1596], [-0.1204, 1.6040, 0.1306], [2.4014, 1.2185, -1.3112], [0.6916, -0.3855, 1.6615], [2.3017, -0.8767, 0.7661], [-0.9044, 0.9241, 0.7252], [-0.5379, 1.7900, -0.9759], [0.1037, 2.5321, 0.5930], [-1.1854, -2.0382, -0.7634], [-0.8349, -1.9314, -1.9369], [-1.1274, -1.6647, 0.2210], [-0.8491, -2.3771, -2.8931]], "lowdin_charge": [-0.07, -0.77, -0.16, 0.58, 0.01, 0.10, 0.12, 0.12, 0.05, 0.01, 0.01, -0.01, 0.01], "de_lowest_kj_mol": 284.2, "largest_force_ev_per_a": 5.2, "homo_energy_ev": -9.5625, "smiles": "C=C(C)Br.C#C", "charge": 0, "lumo_ha": 0.030, "orbital_gap_ev": 10.368}

***

{"formula": "C18H21ClIN4O2PdS2", "method": "ωB97M-V/def2-TZVPD", "species": ["Pd", "Cl", "C", "C", "C", "I", "C", "O", "C", "N", "C", "C", "C", "C", "H", "H", "H", "H", "C", "N", "C", "C", "C", "N", "C", "C", "O", "H", "H", "H", "H", "H", "H", "H", "H", "H", "H", "H", "H", "S", "C", "N", "C", "C", "S", "H", "H", "H", "H", "H"], "positions_angstrom": [[6.6943, -15.8990, -5.5888], [4.5220, -22.2879, -5.8967], [4.9343, -20.8362, -5.2559], [5.4288, -20.7181, -3.9382], [5.9381, -19.5216, -3.4541], [6.8826, -19.4883, -1.6706], [5.9539, -18.3647, -4.3593], [6.4464, -17.2272, -3.9527], [5.3287, -18.4852, -5.6583], [5.2961, -17.3601, -6.4868], [4.7675, -17.4691, -7.7048], [4.3782, -18.7300, -8.2268], [4.4664, -19.8554, -7.4653], [4.9645, -19.7475, -6.1578], [5.2862, -21.5641, -3.2686], [4.6310, -16.4342, -8.0457], [4.1098, -18.8650, -9.2534], [4.2479, -20.8853, -7.8179], [2.7323, -13.1746, -4.4626], [3.6862, -12.7697, -3.5051], [3.2086, -11.5516, -2.6999], [4.2497, -11.1835, -1.6787], [4.8292, -12.4751, -0.9995], [5.2999, -13.4680, -1.9039], [6.0975, -14.6737, -1.3917], [4.7386, -13.5211, -3.2892], [5.0894, -14.5104, -3.9373], [3.2247, -13.7185, -5.2384], [2.2168, -12.3304, -4.9271], [1.8328, -13.5454, -3.8383], [2.2606, -11.8917, -2.2356], [3.0739, -10.5233, -3.1688], [3.8309, -10.4682, -0.9595], [5.1090, -10.6348, -2.1371], [4.0628, -12.9128, -0.3469], [5.7128, -12.1655, -0.3343], [5.7158, -15.5670, -1.9153], [6.1066, -14.8317, -0.3332], [7.0622, -14.3713, -1.9188], [8.3419, -16.6915, -7.1222], [9.7077, -16.6072, -6.1199], [10.9689, -16.5044, -6.5387], [12.0270, -16.7300, -5.5645], [11.3445, -16.3858, -4.1864], [9.4903, -16.5877, -4.4095], [11.1228, -16.6367, -7.5301], [12.8049, -15.9526, -5.6980], [12.4194, -17.7841, -5.6729], [11.4868, -15.3633, -3.8613], [11.5146, -17.1076, -3.4333]], "mulliken_spin": [1.32, 0.10, 0.22, -0.07, 0.16, 0.05, 0.20, 0.38, 0.05, 0.18, -0.02, 0.02, 0.03, 0.02, 0.00, 0.00, 0.00, 0.00, -0.01, 0.16, 0.00, 0.01, 0.00, 0.72, 0.01, -0.05, -0.02, 0.00, 0.01, 0.02, 0.00, 0.01, 0.00, 0.00, 0.06, 0.04, 0.01, 0.01, 0.04, 0.33, -0.04, 0.00, 0.00, 0.01, 0.02, 0.00, 0.00, 0.00, 0.00, 0.00], "de_lowest_kj_mol": 0.0, "largest_force_ev_per_a": 3.7, "homo_energy_ev": [-16.2860, -16.8721], "charge": 3, "lumo_ha": [-0.320, -0.421], "orbital_gap_ev": [7.576, 5.428], "multiplicity": 5}

***

{"formula": "C5H6O", "method": "ωB97M-V/def2-TZVPD", "species": ["C", "C", "C", "C", "C", "O", "H", "H", "H", "H", "H", "H"], "positions_angstrom": [[-1.8063, 0.3359, -0.1603], [-0.9815, -0.9566, -0.2016], [0.4249, -0.5946, -0.0160], [1.5048, -0.0783, 0.1482], [2.7592, 0.6172, 0.3564], [2.8393, 1.8246, 0.4195], [-1.7156, 0.7955, 0.8266], [-1.4065, 1.0528, -0.8841], [-2.8638, 0.1599, -0.3763], [-1.1114, -1.4809, -1.1559], [-1.2961, -1.6527, 0.5859], [3.6530, -0.0229, 0.4576]], "lowdin_charge": [-0.11, -0.25, -0.02, 0.04, -0.29, 0.05, 0.08, 0.08, 0.07, 0.11, 0.11, 0.11], "de_lowest_kj_mol": 175.4, "largest_force_ev_per_a": 0.6, "homo_energy_ev": -10.3355, "smiles": "CCC#CC=O", "charge": 0, "lumo_ha": 0.012, "orbital_gap_ev": 10.671}

***

{"formula": "C4H5NO", "method": "ωB97M-V/def2-TZVPD", "species": ["C", "C", "O", "C", "C", "N", "H", "H", "H", "H", "H"], "positions_angstrom": [[-1.5384, -0.3257, -0.1540], [-0.3466, 0.5363, 0.1468], [0.4639, 0.1581, 1.2529], [1.0957, 0.2887, -0.0041], [1.8838, -0.7706, -0.6149], [2.7835, -1.2797, -1.1378], [-2.3021, -0.0751, 0.5922], [-1.9561, -0.1001, -1.1402], [-1.3192, -1.3932, -0.0751], [-0.5551, 1.6087, 0.1146], [1.7113, 1.1833, -0.1014]], "lowdin_charge": [-0.03, -0.30, 0.01, -0.26, -0.13, 0.15, 0.09, 0.09, 0.09, 0.14, 0.15], "de_lowest_kj_mol": 183.1, "largest_force_ev_per_a": 1.3, "homo_energy_ev": -10.8816, "smiles": "C[C@H]1O[C@H]1C#N", "charge": 0, "lumo_ha": 0.028, "orbital_gap_ev": 11.636}

***

{"formula": "C4H7N", "method": "ωB97M-V/def2-TZVPD", "species": ["C", "C", "C", "H", "H", "H", "H", "C", "N", "H", "H", "H"], "positions_angstrom": [[0.6981, 1.0267, -0.5349], [0.6582, -0.8423, 0.5403], [1.6668, -1.2949, 1.0468], [1.4854, 0.5366, -1.0851], [1.0223, 1.5362, 0.3611], [0.1111, 1.6685, -1.1875], [2.5602, -1.6770, 1.4798], [-1.9760, 0.0423, -0.2739], [-1.9184, -1.0513, 0.2580], [-0.5195, -1.1118, 0.4555], [-0.9409, 0.5797, -0.4177], [-2.8473, 0.5872, -0.6424]], "lowdin_charge": [0.02, -0.15, 0.05, 0.03, 0.04, 0.02, 0.02, -0.17, 0.06, -0.01, 0.01, 0.09], "de_lowest_kj_mol": 723.7, "largest_force_ev_per_a": 0.4, "homo_energy_ev": [-8.3651, -8.6451], "charge": 0, "lumo_ha": [-0.032, -0.033], "orbital_gap_ev": [7.487, 7.742]}

***

{"formula": "C37H52F5N6OPRuSbTe", "method": "ωB97M-V/def2-TZVPD", "species": ["Ru", "C", "N", "C", "C", "N", "C", "C", "C", "C", "C", "C", "N", "C", "N", "C", "C", "N", "C", "C", "N", "C", "C", "H", "H", "H", "H", "H", "H", "H", "H", "H", "H", "H", "H", "H", "H", "H", "H", "H", "H", "H", "H", "H", "H", "H", "H", "H", "H", "H", "H", "C", "Sb", "C", "C", "H", "H", "H", "H", "H", "H", "H", "H", "H", "C", "C", "C", "C", "C", "C", "P", "C", "C", "C", "C", "C", "C", "C", "C", "C", "C", "C", "C", "H", "H", "H", "H", "H", "H", "H", "H", "H", "H", "H", "H", "H", "H", "H", "F", "Te", "F", "F", "F", "F", "O"], "positions_angstrom": [[-0.0768, -0.0213, -0.1715], [-0.2279, -4.5522, 0.6245], [-0.5858, -3.2962, -0.0482], [0.3024, -3.0249, -1.1808], [-1.7090, -2.6354, 0.2762], [-1.7929, -1.2743, 0.0591], [-2.9832, -0.6096, -0.0881], [-4.2181, -1.2348, -0.3787], [-5.3893, -0.5425, -0.2909], [-5.3965, 0.8179, 0.1215], [-4.2226, 1.4949, 0.2374], [-2.9814, 0.8455, 0.0059], [-1.8076, 1.5150, -0.0833], [-1.7605, 2.8264, -0.4848], [-2.6696, 3.3653, -1.2885], [-3.4977, 2.6153, -2.2362], [-2.8855, 4.8197, -1.3645], [-0.7514, 3.6375, -0.0842], [0.0470, 4.3604, -1.0859], [-0.0979, 3.4567, 1.1880], [-2.6716, -3.3173, 0.9214], [-3.4171, -2.7971, 2.0626], [-3.0910, -4.6562, 0.4876], [0.8520, -4.5520, 0.7690], [-0.4862, -5.4237, 0.0234], [-0.7150, -4.6231, 1.5915], [1.3338, -3.1551, -0.8585], [0.1763, -2.0259, -1.5822], [0.0950, -3.7210, -1.9938], [-4.2244, -2.2687, -0.6886], [-6.3244, -1.0362, -0.5197], [-6.3377, 1.3204, 0.2998], [-4.2147, 2.5479, 0.4869], [-3.0556, 1.6441, -2.4493], [-3.5506, 3.1885, -3.1596], [-4.5110, 2.4825, -1.8554], [-2.4379, 5.3232, -0.5154], [-3.9622, 4.9867, -1.3615], [-2.4825, 5.2259, -2.2917], [-0.4540, 4.3621, -2.0476], [1.0113, 3.8648, -1.2017], [0.2125, 5.3887, -0.7660], [-0.8281, 3.2695, 1.9680], [0.4311, 4.3771, 1.4339], [0.6426, 2.6562, 1.1600], [-3.0276, -1.8304, 2.3651], [-3.3048, -3.4976, 2.8920], [-4.4779, -2.7020, 1.8347], [-2.6700, -4.8871, -0.4867], [-4.1782, -4.6472, 0.3960], [-2.8170, -5.4262, 1.2080], [-0.1302, -1.9152, 3.4707], [-0.1179, -0.0417, 2.4783], [1.2833, 1.0167, 3.6615], [-1.9378, 0.7669, 3.2187], [-0.8217, -1.8256, 4.3078], [0.8738, -2.1022, 3.8426], [-0.4399, -2.7298, 2.8212], [1.0682, 0.7532, 4.6972], [1.1621, 2.0895, 3.5371], [2.2987, 0.7130, 3.4158], [-1.8442, 0.7834, 4.3046], [-2.7899, 0.1507, 2.9435], [-2.1058, 1.7744, 2.8572], [4.0696, 4.3361, -0.6262], [3.9617, 3.5369, -1.7548], [3.4324, 2.2566, -1.6601], [3.0022, 1.7729, -0.4240], [3.1073, 2.5878, 0.7092], [3.6462, 3.8583, 0.6097], [2.3538, 0.0945, -0.2418], [3.1762, -0.6342, 1.1962], [4.3991, -0.1542, 1.6611], [5.0683, -0.8274, 2.6754], [4.5372, -1.9909, 3.2133], [3.3321, -2.4909, 2.7333], [2.6552, -1.8129, 1.7321], [2.9681, -0.8769, -1.6335], [2.5162, -0.6047, -2.9244], [3.0694, -1.2684, -4.0077], [4.0639, -2.2154, -3.8079], [4.5090, -2.4993, -2.5237], [3.9677, -1.8357, -1.4349], [4.4989, 5.3263, -0.7039], [4.3074, 3.9004, -2.7131], [3.3856, 1.6385, -2.5447], [2.8027, 2.2163, 1.6796], [3.7539, 4.4715, 1.4950], [4.8428, 0.7332, 1.2302], [6.0157, -0.4474, 3.0335], [5.0680, -2.5171, 3.9952], [2.9341, -3.4145, 3.1347], [1.7302, -2.2253, 1.3370], [1.7371, 0.1267, -3.0852], [2.7179, -1.0517, -5.0067], [4.4934, -2.7338, -4.6546], [5.2903, -3.2309, -2.3684], [4.3383, -2.0589, -0.4441], [-0.0202, -1.3881, -4.2433], [-1.5266, -0.5454, -3.5882], [-2.3896, -1.2091, -5.0612], [-3.2036, -0.0089, -2.9734], [-1.3701, 1.0427, -4.5096], [-1.9493, -2.1456, -2.7078], [-0.6019, 0.2219, -2.1979]], "mulliken_spin": [2.59, 0.00, 0.05, 0.10, -0.10, 0.17, 0.24, -0.03, 0.12, 0.10, -0.03, 0.22, 0.24, -0.03, 0.07, 0.01, 0.00, -0.01, 0.01, 0.03, 0.03, 0.00, 0.00, 0.00, 0.00, 0.00, 0.00, -0.04, 0.01, 0.00, 0.00, -0.01, 0.00, -0.01, 0.00, 0.01, 0.00, 0.00, 0.00, 0.00, 0.00, 0.00, 0.00, 0.00, -0.01, -0.01, 0.00, 0.00, 0.00, 0.00, 0.00, -0.01, -0.01, -0.02, -0.01, 0.00, 0.00, 0.01, 0.00, 0.00, 0.00, 0.00, 0.00, 0.00, 0.01, 0.00, 0.00, 0.05, -0.01, 0.00, 0.01, -0.03, 0.00, 0.00, 0.00, 0.00, 0.00, 0.02, 0.03, 0.00, 0.01, 0.00, 0.01, 0.00, 0.00, 0.00, 0.00, 0.00, 0.00, 0.00, 0.00, 0.00, 0.06, 0.00, 0.00, 0.00, 0.00, 0.00, 0.00, 0.02, 0.00, 0.01, 0.00, 0.01, 0.15], "largest_force_ev_per_a": 1.5, "homo_energy_ev": [-16.0960, -16.4268], "charge": 3, "lumo_ha": [-0.333, -0.383], "orbital_gap_ev": [7.033, 6.018], "multiplicity": 5}

***

{"formula": "C39H35CoN6OP", "method": "ωB97M-V/def2-TZVPD", "species": ["Co", "N", "C", "C", "C", "C", "C", "C", "P", "C", "C", "C", "C", "C", "C", "C", "C", "C", "C", "C", "C", "H", "H", "H", "H", "H", "H", "H", "H", "H", "H", "H", "H", "H", "H", "H", "H", "N", "C", "C", "C", "C", "C", "C", "C", "N", "C", "C", "N", "C", "H", "H", "H", "H", "H", "H", "H", "C", "N", "N", "C", "O", "C", "C", "C", "C", "C", "C", "C", "C", "C", "H", "H", "H", "H", "H", "H", "H", "H", "H", "H", "H", "H"], "positions_angstrom": [[-0.2713, 0.0930, -0.4838], [-0.3210, 0.3531, 1.6629], [-1.5842, 0.0085, 2.2881], [-2.2002, 0.8847, 3.1573], [-3.3979, 0.5214, 3.7661], [-3.9769, -0.7192, 3.5182], [-3.3718, -1.6003, 2.6404], [-2.1916, -1.2207, 1.9883], [-1.5010, -2.2480, 0.6943], [-2.0025, -1.5476, -0.9079], [-1.8499, -2.3460, -2.0542], [-2.3004, -1.8827, -3.2780], [-2.8510, -0.6066, -3.3891], [-2.9704, 0.2082, -2.2693], [-2.5474, -0.2493, -1.0260], [-2.1320, -3.8909, 0.8270], [-1.5262, -4.7420, 1.7684], [-2.0497, -6.0018, 1.9802], [-3.1673, -6.4154, 1.2591], [-3.7687, -5.5738, 0.3216], [-3.2500, -4.3170, 0.0838], [-0.0677, 1.3112, 1.8955], [0.4153, -0.2426, 2.0364], [-1.7362, 1.8372, 3.3901], [-3.8710, 1.2065, 4.4587], [-4.9032, -0.9971, 4.0033], [-3.8217, -2.5637, 2.4377], [-1.4037, -3.3309, -1.9756], [-2.2274, -2.5176, -4.1521], [-3.2006, -0.2517, -4.3506], [-3.4197, 1.1892, -2.3547], [-2.7878, 0.3298, -0.1378], [-0.6552, -4.4179, 2.3260], [-1.5904, -6.6647, 2.7013], [-3.5769, -7.4035, 1.4275], [-4.6468, -5.9023, -0.2186], [-3.7284, -3.6632, -0.6326], [5.0080, -4.9523, -8.1508], [4.5750, -4.5014, -7.1867], [4.0301, -3.9352, -5.9761], [4.8303, -3.8215, -4.8416], [4.3128, -3.2738, -3.6804], [2.9937, -2.8567, -3.6621], [2.1859, -2.9673, -4.7807], [2.7085, -3.5021, -5.9445], [2.4464, -2.2990, -2.4474], [2.7648, -2.6831, -1.1620], [2.0175, -1.9108, -0.3357], [1.2461, -1.0491, -1.1038], [1.5342, -1.3240, -2.3717], [5.8593, -4.1525, -4.8752], [4.9496, -3.1532, -2.8126], [1.1478, -2.6574, -4.7501], [2.0916, -3.5964, -6.8277], [3.4744, -3.4648, -0.9492], [2.0148, -1.8942, 0.7422], [1.1504, -0.7975, -3.2316], [1.7743, 6.1996, 0.1376], [0.8074, 5.0988, 0.0833], [1.0675, 3.9191, -0.5649], [0.0518, 3.0634, -0.3160], [0.0136, 1.9027, -0.8911], [-0.8428, 3.7062, 0.5447], [-0.3314, 4.9796, 0.7671], [-0.8654, 6.0933, 1.6009], [2.1085, 3.7796, -1.5477], [2.9785, 2.7067, -1.4520], [3.9826, 2.5676, -2.3983], [4.1185, 3.5005, -3.4170], [3.2345, 4.5680, -3.5042], [2.2171, 4.7064, -2.5719], [2.7686, 5.8160, -0.0686], [1.7588, 6.6191, 1.1388], [1.5297, 6.9737, -0.5859], [-1.7869, 3.3133, 0.8890], [-1.8977, 5.8893, 1.8733], [-0.8337, 7.0410, 1.0632], [-0.2855, 6.2103, 2.5181], [2.8839, 1.9991, -0.6377], [4.6802, 1.7422, -2.3249], [4.9181, 3.4002, -4.1386], [3.3327, 5.2935, -4.3012], [1.5033, 5.5192, -2.6555]], "mulliken_spin": [2.73, 0.08, -0.03, 0.00, 0.04, 0.00, 0.02, 0.09, 0.31, 0.14, 0.07, -0.01, 0.05, 0.05, -0.03, 0.11, 0.07, -0.01, 0.06, -0.01, 0.04, -0.01, 0.00, 0.00, 0.00, 0.00, 0.01, -0.01, 0.00, 0.00, 0.00, -0.01, 0.00, 0.00, 0.00, 0.00, 0.00, 0.00, 0.00, 0.00, 0.00, 0.00, 0.00, 0.00, 0.00, 0.01, 0.01, 0.04, 0.05, 0.01, 0.00, 0.00, 0.00, 0.00, 0.00, 0.00, -0.01, 0.00, 0.01, 0.01, 0.00, 0.10, 0.01, -0.01, 0.00, 0.00, 0.00, 0.00, 0.00, 0.00, 0.00, 0.00, 0.00, 0.00, 0.00, 0.00, 0.00, 0.00, 0.00, 0.00, 0.00, 0.00, 0.00], "largest_force_ev_per_a": 1.1, "homo_energy_ev": [-15.7727, -15.7710], "charge": 3, "lumo_ha": [-0.291, -0.425], "orbital_gap_ev": [7.844, 4.220], "multiplicity": 5}